Density functional theory data (ωB97M-V/def2-TZVPD) for C26H72F3Na2O24 as an isolated structure in a non-equilibrium geometry.

Results
Total charge: +1
Orbital gap (eV): 7.258
Calculated total energy (Eh): -3463.46715
HOMO level (Ha): -0.426

Positions of all 127 atoms, in Å:
Na -1.9483 -3.6120 3.3220
Na -1.9018 -0.0231 3.1778
C -0.5030 -1.1479 0.7785
O -0.4635 0.2508 1.1243
O -1.2494 -1.8295 1.6835
C -0.9168 -1.2868 -0.7025
F -1.8222 -2.2543 -0.8880
F -1.4530 -0.1770 -1.2182
F 0.1458 -1.6161 -1.4651
C 0.5632 0.9786 0.4681
C 0.4722 2.3740 1.0801
H -0.5733 2.6418 1.2246
H 0.9444 2.5084 2.0633
H 1.0528 3.1199 0.5345
H 0.4781 1.0722 -0.6141
H 1.5700 0.6365 0.7421
H 0.5588 -1.4344 0.8915
C -1.5390 -5.0308 0.3500
C -1.1843 -6.1107 1.3141
O -0.3524 -5.5461 2.3250
O -2.4797 -4.1008 0.9218
H -2.0456 -5.4304 -0.5319
H -0.6907 -4.4779 -0.0605
H -0.6776 -6.9218 0.7810
H -2.1025 -6.5320 1.7331
H 0.0063 -6.2176 2.9135
H -2.0327 -3.2506 1.1528
C -2.9285 3.0803 3.9971
C -4.3247 2.6408 3.7344
O -4.7208 2.8912 2.3950
O -2.0064 2.3804 3.1200
H -2.6616 3.0329 5.0580
H -2.7814 4.1445 3.7728
H -4.9448 3.2245 4.4151
H -4.4046 1.5698 3.9700
H -3.9038 2.9602 1.8886
H -1.1352 2.4692 3.5249
C 3.1872 5.2411 0.5010
C 4.0923 3.9816 0.4130
O 3.6038 2.8938 1.1721
O 3.9153 6.4299 0.4447
H 2.5590 5.0663 1.3893
H 2.5094 5.2496 -0.3524
H 5.1296 4.2302 0.6470
H 4.0757 3.6980 -0.6459
H 3.3956 2.1955 0.5418
H 4.3883 6.6107 1.2610
C 5.1112 -0.3510 -0.4311
C 4.4900 -0.7640 0.8645
O 4.8461 -2.1181 1.1508
O 4.6491 0.9944 -0.7210
H 4.8052 -0.9882 -1.2588
H 6.1967 -0.3030 -0.3274
H 3.3929 -0.7203 0.7959
H 4.7217 -0.0849 1.6916
H 3.9970 -2.5531 1.2710
H 4.6409 1.0595 -1.6794
C 2.7073 0.3989 4.1713
C 1.5078 1.0096 4.8840
O 0.3195 0.3253 4.5292
O 2.7159 -1.0169 4.3816
H 3.6142 0.8386 4.5841
H 2.5655 0.5539 3.1028
H 1.3945 2.0176 4.4747
H 1.6930 1.1021 5.9572
H 0.3776 -0.5878 4.8302
H 3.3072 -1.2330 5.1077
C 0.9928 0.5584 -5.3232
C 1.7227 0.4054 -4.0090
O 1.4250 1.5063 -3.1085
O 1.6285 1.5535 -6.1435
H -0.0340 0.8522 -5.0915
H 1.0176 -0.3833 -5.8667
H 2.8023 0.3283 -4.1203
H 1.2770 -0.4326 -3.4695
H 2.0788 2.1972 -3.2503
H 1.4181 2.3705 -5.6799
C -0.9800 7.0148 0.6235
C -0.8739 5.9423 1.6819
O -0.8227 6.4655 3.0004
O 0.3316 7.5315 0.3736
H -1.5278 7.8705 1.0289
H -1.4802 6.5920 -0.2531
H 0.0000 5.3139 1.4578
H -1.7220 5.2577 1.6051
H 0.0210 6.9235 3.0768
H 0.3294 8.0016 -0.4645
C -0.9934 -5.1300 -3.4765
C -0.7755 -3.8036 -4.1818
O -1.8943 -3.4510 -5.0174
O -1.3203 -6.2280 -4.2948
H -1.7216 -4.9631 -2.6716
H -0.0606 -5.3638 -2.9468
H 0.1017 -3.8815 -4.8349
H -0.6315 -2.9911 -3.4783
H -1.8152 -3.8920 -5.8668
H -1.4814 -5.9205 -5.1904
C -3.2350 4.5795 -1.9424
C -2.0226 3.7093 -1.7694
O -1.7342 2.8381 -2.8456
O -2.9289 5.8660 -2.4800
H -3.7969 4.6713 -1.0149
H -3.9468 4.1320 -2.6493
H -2.1075 3.0737 -0.8722
H -1.1742 4.3673 -1.5310
H -0.7808 2.7280 -2.9125
H -2.4166 5.7444 -3.2850
C -5.4636 -4.5786 -0.7409
C -4.4816 -4.4438 -1.8871
O -5.1039 -3.7753 -2.9578
O -4.9732 -5.2417 0.4057
H -6.4281 -4.9960 -1.0359
H -5.7714 -3.5615 -0.4406
H -4.0761 -5.4150 -2.2095
H -3.6143 -3.9271 -1.4455
H -4.4267 -3.5507 -3.6049
H -4.1216 -4.8731 0.6755
C 2.3522 -4.9123 0.4867
C 2.9239 -4.7656 -0.8950
O 1.9687 -4.1219 -1.7466
O 2.2417 -3.6313 1.0708
H 2.9067 -5.6647 1.0586
H 1.3530 -5.3398 0.3411
H 3.2010 -5.7260 -1.3309
H 3.8275 -4.1465 -0.8840
H 1.2584 -3.8006 -1.1845
H 1.6056 -3.6353 1.7906

Density functional theory data (ωB97M-V/def2-TZVPD) for a 4-piece molecular cluster, C26H72N12O3P3 overall in a non-equilibrium geometry.

Results
Total charge: +1
Orbital gap (eV): 6.857
Calculated total energy (Eh): -2940.26014
HOMO level (Ha): -0.348

Positions of all 116 atoms, in Å:
C 2.4857 -1.0831 -0.3204
C 1.1045 -0.6337 0.1821
C 1.1381 0.7229 0.8800
C 1.4045 1.8789 -0.1235
N -0.0753 1.0518 1.6545
C -1.3498 0.8520 1.2950
N -2.2076 1.9010 1.3225
C -3.2913 1.6564 0.3369
C -2.7122 0.9804 -0.9041
C -2.3875 -0.4456 -0.4540
N -1.8897 -0.3396 0.9487
H 3.2165 -0.2803 -0.3873
H 2.3492 -1.5315 -1.3018
H 2.8769 -1.8543 0.3416
H 0.4624 -0.5229 -0.6964
H 0.6640 -1.3664 0.8604
H 1.9860 0.7336 1.5635
H 2.4285 2.2366 -0.0591
H 0.7568 2.7109 0.1482
H 1.1865 1.5674 -1.1455
H 0.0773 1.5389 2.5312
H -1.7043 2.7468 1.0788
H -3.7684 2.6058 0.1069
H -4.0767 1.0328 0.7639
H -1.8292 1.4948 -1.2912
H -3.4430 0.9739 -1.7096
H -1.7026 -0.9595 -1.1241
H -3.3356 -0.9839 -0.4587
H -1.2973 -1.1080 1.2344
O 1.9491 3.1831 3.4691
P 2.1246 3.8925 4.7935
N 1.2074 5.3070 4.4267
C 1.4437 6.6777 4.8313
C -0.1989 5.0787 4.1136
N 3.8461 4.0445 4.6792
C 4.6700 5.2288 4.9548
C 4.4745 3.3202 3.5650
N 2.1057 4.0046 6.4997
C 0.8715 3.4593 7.0790
C 2.6270 5.0204 7.3931
H 0.9039 6.9517 5.7488
H 1.1006 7.3543 4.0444
H 2.4959 6.9004 4.9768
H -0.7761 4.7499 4.9875
H -0.3047 4.3184 3.3358
H -0.6659 5.9882 3.7340
H 4.1785 6.1687 4.7047
H 5.5823 5.2171 4.3616
H 5.0273 5.2378 5.9852
H 4.3612 3.8548 2.6141
H 4.0681 2.3203 3.4546
H 5.5399 3.1940 3.7595
H 0.0610 4.2017 7.0729
H 1.0291 3.1589 8.1159
H 0.5290 2.5783 6.5294
H 1.8400 5.7225 7.6932
H 3.4408 5.6147 7.0051
H 2.9952 4.5393 8.3041
O 2.7584 -5.7012 1.0093
P 1.2751 -5.9354 0.8427
N 0.9140 -5.7167 2.5314
C -0.0408 -6.4120 3.3668
C 1.2192 -4.3944 3.0608
N 1.4075 -7.5551 0.2673
C 0.6816 -8.7416 0.7334
C 2.7664 -7.9786 -0.1043
N -0.3628 -5.7367 0.3033
C -0.7343 -4.3304 0.1657
C -1.5592 -6.5027 0.5864
H -1.0147 -5.9015 3.4246
H 0.3460 -6.4755 4.3874
H -0.2131 -7.4366 3.0509
H 0.5483 -3.6158 2.6611
H 2.2451 -4.1089 2.8229
H 1.1293 -4.3783 4.1477
H 0.4568 -8.7227 1.8002
H 1.2700 -9.6440 0.5813
H -0.2229 -8.9154 0.1470
H 3.3679 -8.2331 0.7748
H 3.2854 -7.2140 -0.6716
H 2.7164 -8.8561 -0.7504
H -1.0550 -3.9012 1.1301
H -1.5656 -4.2137 -0.5351
H 0.1026 -3.7333 -0.2110
H -2.1466 -6.0418 1.3899
H -1.3989 -7.5318 0.8723
H -2.1929 -6.5197 -0.3069
O -2.0573 1.6375 -4.4213
P -2.6608 1.3932 -5.8067
N -1.5964 0.0309 -6.0796
C -0.8992 -0.3709 -7.2832
C -1.7990 -1.1045 -5.1882
N -2.1632 2.9046 -6.4731
C -1.4082 3.1413 -7.7084
C -1.7454 3.9154 -5.4937
N -3.7142 0.9848 -7.1090
C -4.7123 -0.0172 -6.7212
C -3.4735 0.8668 -8.5337
H -1.4591 -1.1045 -7.8813
H 0.0513 -0.8401 -7.0135
H -0.6446 0.4663 -7.9254
H -2.7505 -1.6213 -5.3731
H -1.7886 -0.7834 -4.1438
H -0.9995 -1.8384 -5.3030
H -0.6847 2.3577 -7.9318
H -0.8257 4.0580 -7.6402
H -2.0720 3.3132 -8.5575
H -0.7275 3.7334 -5.1292
H -2.4186 3.9541 -4.6433
H -1.7731 4.9065 -5.9484
H -4.3097 -1.0367 -6.7975
H -5.5885 0.0354 -7.3699
H -5.0538 0.1366 -5.6939
H -3.2996 -0.1764 -8.8197
H -2.6402 1.4370 -8.9185
H -4.3626 1.2056 -9.0751

Density functional theory data (ωB97M-V/def2-TZVPD) for a 10-piece molecular cluster, C26H72N2O10 overall in a non-equilibrium geometry.

Results
Orbital gap (eV): 9.232
Calculated total energy (Eh): -1895.25788
SMILES: NC(N)=O.CC(C)O.CC(C)O.CC(C)O.CC(C)O.CC(C)O.CC(C)O.CC(C)O.CC(C)O.CO
HOMO level (Ha): -0.329
Energy relative to the best compared isomer or geometry (same formula, charge and spin) (kcal per mole): 154.0

Positions of all 110 atoms, in Å:
N 0.1843 -0.4928 -0.8354
C 0.4743 -0.8388 0.3606
N -0.5747 -0.9298 1.1516
O 1.7913 -1.0628 0.7426
H 0.9663 -0.4568 -1.5764
H -0.6927 -0.3098 -1.1714
H -0.3297 -1.3248 2.0946
H -1.5707 -0.7018 0.9826
C -3.1157 -4.7348 -0.9564
C -2.2757 -3.7688 -0.0964
C -1.3937 -4.5388 0.8646
O -1.5657 -2.9478 -0.7224
H -2.6637 -5.6398 -1.3684
H -3.4867 -4.1868 -1.8724
H -3.9467 -5.1538 -0.3424
H -3.1087 -3.2268 0.4106
H -1.8697 -5.3218 1.3716
H -0.9237 -3.9228 1.6506
H -0.5877 -5.0068 0.2286
H -1.2857 -2.2208 -0.0984
C -1.8047 4.1872 -2.0034
C -0.5307 3.8812 -1.1414
C 0.1353 2.5412 -1.4534
O 0.3823 4.7372 -1.2374
H -2.4907 3.4002 -1.7584
H -1.5537 4.1882 -3.0484
H -2.4257 5.0962 -1.7024
H -0.8477 3.6952 -0.1194
H 0.6493 2.0882 -0.6484
H 0.9443 2.6312 -2.2724
H -0.6057 1.7972 -1.6654
H 0.1313 5.4632 -0.5804
C 1.8033 -3.9428 -0.4454
C 3.2813 -3.6998 -0.4734
C 3.8553 -4.2068 -1.8434
O 3.6963 -2.5198 -0.1974
H 1.5823 -5.0928 -0.3024
H 1.3023 -3.6878 -1.4054
H 1.2403 -3.3838 0.2856
H 3.7163 -4.2728 0.2946
H 4.0863 -3.3488 -2.5184
H 3.2293 -4.9628 -2.3614
H 4.7393 -4.7598 -1.7464
H 3.0563 -2.1498 0.4396
C 4.3343 -0.2358 -3.0614
C 2.9023 -0.1698 -2.5284
C 1.9833 0.6152 -3.4994
O 2.3253 -1.2468 -2.4334
H 4.9303 -1.0678 -2.5734
H 4.8973 0.6432 -2.8384
H 4.2953 -0.3488 -4.1574
H 2.9083 0.4292 -1.6004
H 2.3323 1.6122 -3.7194
H 0.9863 0.5972 -3.1624
H 1.8133 0.1282 -4.5024
H 2.7143 -1.7518 -1.7324
C -2.0317 3.6752 4.2166
C -0.7507 3.0322 3.7656
C -0.7767 1.5102 3.6186
O -0.4167 3.5362 2.7146
H -2.2137 3.2182 5.2046
H -2.9257 3.3932 3.6386
H -1.8007 4.7882 4.3256
H 0.0633 3.3012 4.2836
H -1.1797 1.1532 4.4936
H 0.1893 1.0452 3.5416
H -1.2547 1.1302 2.7496
H 0.4333 3.1652 2.5656
C -2.8487 1.3902 -3.9834
C -1.4817 0.7362 -4.5124
C -1.2197 -0.7368 -4.0954
O -1.3607 0.7482 -5.7424
H -2.6077 1.6442 -2.9534
H -3.7817 0.8362 -3.9954
H -2.9277 2.3292 -4.4934
H -0.6667 1.3612 -4.1734
H -0.2377 -1.0438 -4.5234
H -1.7727 -1.5738 -4.4794
H -1.1377 -0.8368 -3.0244
H -1.4397 1.6912 -6.0134
C -4.4177 1.0692 1.7846
C -3.8227 0.3372 0.5886
C -2.8167 1.0642 -0.3804
O -3.1857 -0.6448 0.9986
H -3.5587 1.6872 2.0956
H -4.9437 0.4172 2.4386
H -5.2217 1.6692 1.5676
H -4.6837 -0.0988 -0.0084
H -1.9277 1.3212 0.1926
H -3.3987 1.8842 -0.7024
H -2.4437 0.4652 -1.2254
H -3.7847 -1.2618 1.4156
C 2.6653 1.5072 1.9876
C 3.5463 2.1572 3.0946
C 2.6653 2.2542 4.4276
O 4.6113 1.6262 3.2966
H 1.7693 2.1772 1.9066
H 2.2873 0.6192 2.3266
H 3.2323 1.5062 1.0006
H 3.6453 3.1682 2.7406
H 1.9733 3.1602 4.5456
H 3.3563 2.1612 5.2876
H 2.0093 1.4032 4.4256
H 5.2043 2.3772 3.2556
C 0.8993 -2.0028 3.6036
O -0.5487 -2.0378 3.7056
H 1.3413 -2.2458 4.5506
H 1.1883 -0.9378 3.3156
H 1.2243 -2.7888 2.9446
H -0.7357 -1.6008 4.5836

Density functional theory data (ωB97M-V/def2-TZVPD) for a 9-piece molecular cluster, C26H72N2O18 overall in a non-equilibrium geometry.

Results
Orbital gap (eV): 9.414
Calculated total energy (Eh): -2497.33755
SMILES: COCCNCCOC.COCCNCCOC.OCCO.OCCO.OCCO.OCCO.OCCO.OCCO.OCCO
HOMO level (Ha): -0.337
Energy relative to the best compared isomer or geometry (same formula, charge and spin) (kcal per mole): 79.4

Positions of all 118 atoms, in Å:
C 1.9623 2.7005 0.6587
O 1.3816 1.4511 0.7226
C 0.4625 1.1753 -0.3337
C 0.0965 -0.2700 -0.4906
N -0.7949 -0.6661 0.5814
C -1.0641 -2.1131 0.5804
C -2.1495 -2.5060 1.5762
O -2.0447 -1.9264 2.8712
C -0.9813 -2.3804 3.6921
H 1.2923 3.5681 0.5363
H 2.5772 2.7484 -0.2538
H 2.5874 3.0539 1.4788
H 0.9632 1.4608 -1.2662
H -0.3556 1.8939 -0.2360
H 0.9878 -0.9093 -0.5575
H -0.3817 -0.3260 -1.4725
H -0.4360 -0.4355 1.5005
H -0.1379 -2.4997 1.0325
H -1.2874 -2.4380 -0.4325
H -2.1227 -3.5975 1.6755
H -3.1632 -2.1883 1.3251
H -1.1133 -1.9198 4.6700
H -0.0323 -2.0920 3.2329
H -1.0720 -3.4652 3.8229
C -3.0075 3.8416 -4.8125
O -2.4057 2.5747 -4.7474
C -1.2096 2.4915 -5.5137
C -0.6970 1.0823 -5.2397
N 0.0334 0.8906 -3.9729
C 1.4819 1.1771 -4.0178
C 1.8673 2.6083 -4.0346
O 1.2048 3.2419 -2.9336
C 1.5824 4.5960 -2.6362
H -3.0975 4.0904 -5.8747
H -2.4408 4.5955 -4.2486
H -3.9880 3.9317 -4.3424
H -0.5180 3.2660 -5.1769
H -1.3597 2.6335 -6.5890
H 0.0752 0.7759 -5.9559
H -1.4420 0.2950 -5.1860
H -0.3095 1.6389 -3.3663
H 1.9310 0.5816 -4.8136
H 1.8936 0.8273 -3.0638
H 1.5584 3.1599 -4.9297
H 2.9432 2.7379 -3.8804
H 2.5944 4.7825 -2.2728
H 0.8382 4.8876 -1.9020
H 1.4870 5.1993 -3.5423
O 0.5128 3.5733 4.3811
C 1.7496 4.2325 4.3779
C 2.0633 5.4464 3.4702
O 0.8112 6.1633 3.5041
H -0.1438 4.2781 4.3062
H 1.8841 4.6689 5.3813
H 2.6104 3.5581 4.4356
H 2.3827 5.0870 2.4885
H 2.8026 6.1315 3.8726
H 0.1864 5.7877 2.8769
O 0.9581 -4.7067 -2.7351
C 1.3209 -3.3718 -2.3406
C 2.8115 -3.3457 -2.3927
O 3.2018 -3.4026 -3.7737
H 0.0754 -5.0561 -2.6233
H 0.8558 -2.7440 -3.1047
H 0.8033 -3.2000 -1.3942
H 3.3712 -4.1520 -1.9138
H 3.2873 -2.4409 -2.0089
H 3.1291 -4.3038 -4.0982
O -2.6771 -1.3652 -4.0612
C -2.4687 -2.7446 -4.3470
C -3.1385 -3.6193 -3.2899
O -2.5642 -3.4806 -1.9832
H -1.8650 -0.8972 -3.8310
H -2.8960 -2.9680 -5.3287
H -1.4042 -2.9047 -4.5344
H -2.9684 -4.6614 -3.5794
H -4.2187 -3.4998 -3.2134
H -3.2274 -2.9688 -1.5051
O 0.9607 -3.0512 6.5224
C 1.7538 -4.2255 6.6341
C 2.4301 -4.4559 5.2748
O 2.5330 -5.8045 4.8062
H 0.1952 -3.4012 6.0546
H 2.4730 -4.1980 7.4534
H 1.1444 -5.0786 6.9567
H 3.4817 -4.1515 5.3279
H 1.9629 -3.9363 4.4346
H 3.3034 -5.9587 4.2628
O 5.8129 -0.5272 1.7001
C 4.9251 -1.2856 0.9108
C 3.6121 -1.4083 1.6488
O 3.6935 -2.3159 2.7648
H 6.6494 -0.5739 1.2218
H 4.6808 -0.7882 -0.0401
H 5.2667 -2.2871 0.6286
H 2.7806 -1.7428 1.0273
H 3.2300 -0.5039 2.1312
H 4.3291 -1.9998 3.4128
O -4.5220 -0.1966 -2.2458
C -4.4895 1.1068 -1.7265
C -3.2024 1.4276 -0.9658
O -3.2228 0.8201 0.3326
H -3.6706 -0.4258 -2.6492
H -4.6413 1.7430 -2.6088
H -5.2991 1.2596 -1.0099
H -2.9176 2.4776 -0.8731
H -2.3477 0.9081 -1.4196
H -2.4401 0.2488 0.4904
O -3.2809 0.0180 5.3380
C -2.6929 1.2786 5.0560
C -2.7997 1.4033 3.5195
O -4.1718 1.5122 3.0580
H -3.2455 -0.5828 4.5893
H -3.2850 2.0697 5.5125
H -1.6397 1.3426 5.3346
H -2.3583 0.5265 3.0407
H -2.3208 2.2636 3.0405
H -4.1058 1.1738 2.1555